{
  "formula": "C6H9IO4S",
  "method": "ωB97M-V with the def2-TZVPD basis set",
  "elements": ["C", "C", "C", "C", "C", "C", "O", "O", "O", "O", "S", "I", "H", "H", "H", "H", "H", "H", "H", "H", "H"],
  "coordinates": [[0.7852, 1.5694, -0.4629], [-0.2010, -1.9334, 1.1709], [-0.4602, -0.4492, 1.4921], [0.2810, -1.9027, -0.3175], [-1.2608, 0.1791, 0.3445], [1.4648, 2.8174, -0.8542], [1.4877, 0.6222, -0.2146], [-2.2504, -1.6308, -1.2305], [-0.4847, -0.1143, -2.2027], [-0.4897, 1.7188, -0.1233], [-1.0033, -0.9181, -1.1043], [-3.1901, 0.6846, 0.4792], [0.5389, -2.5260, 1.6701], [-1.0837, -2.5656, 1.3407], [-0.9902, -0.5232, 2.3621], [0.5025, -0.0485, 1.5733], [1.2109, -1.4747, -0.4876], [0.2291, -2.9007, -0.7312], [2.2284, 3.0640, -0.1011], [0.8014, 3.5823, -0.7259], [1.8843, 2.7494, -1.8771]],
  "nbo_charge": [0.8163, -0.3977, -0.5040, -0.6479, -0.4426, -0.7027, -0.6811, -0.9531, -0.8964, -0.6163, 2.1209, 0.7630, 0.2291, 0.2126, 0.2183, 0.2717, 0.2799, 0.2418, 0.2324, 0.2172, 0.2388],
  "orbital_gap_ev": [5.51, 5.28],
  "s2": 2.01,
  "spin_multiplicity": 3,
  "e_lumo_ev": [0.079, -4.370]
}

=====

{
  "formula": "C4H12",
  "method": "ωB97M-V with the def2-TZVPD basis set",
  "elements": ["C", "C", "H", "H", "H", "H", "H", "H", "C", "C", "H", "H", "H", "H", "H", "H"],
  "coordinates": [[0.1111, 0.6786, 2.5740], [0.1687, -0.6727, 1.8290], [1.1172, 1.0911, 2.5958], [-0.5426, 1.3708, 2.0406], [-0.3850, 0.5413, 3.5315], [-0.0069, -0.7077, 0.7563], [-0.6789, -1.2500, 2.2016], [1.0905, -1.2218, 2.0050], [-0.8129, -0.2267, -2.2001], [0.6184, 0.3553, -2.1419], [-0.7434, -1.3276, -2.3647], [-1.3704, -0.3633, -1.2733], [-1.2964, 0.0821, -3.1196], [0.5471, 1.4251, -1.9303], [1.2685, 0.0408, -1.3308], [0.9151, 0.1847, -3.1730]],
  "nbo_charge": [-0.6119, -0.6133, 0.2062, 0.2042, 0.2081, 0.2031, 0.2004, 0.2031, -0.6250, -0.6161, 0.1964, 0.2124, 0.2124, 0.1987, 0.2114, 0.2098],
  "e_above_lowest_kcal_mol": 17.69,
  "orbital_gap_ev": 12.32,
  "e_lumo_ev": 1.118
}

=====

{
  "formula": "C34H31BrN8O6S2W",
  "method": "ωB97M-V with the def2-TZVPD basis set",
  "elements": ["W", "O", "C", "N", "C", "C", "C", "C", "C", "C", "N", "C", "C", "C", "C", "C", "N", "H", "H", "H", "H", "H", "H", "H", "H", "H", "H", "O", "N", "C", "C", "C", "C", "C", "S", "H", "H", "H", "H", "C", "C", "S", "O", "O", "C", "C", "N", "C", "N", "C", "C", "N", "O", "O", "C", "H", "H", "H", "H", "H", "H", "H", "H", "H", "H", "H", "H", "H", "N", "C", "C", "C", "C", "C", "C", "C", "C", "C", "H", "H", "H", "H", "Br"],
  "coordinates": [[0.2200, -0.6302, 0.0888], [-1.8315, 3.0361, -0.8287], [-1.6734, 1.8236, -0.6786], [-0.4584, 1.2466, -0.4383], [0.5436, 2.2857, -0.1909], [1.9335, 1.7500, -0.0698], [3.0379, 2.5217, -0.3647], [4.3177, 1.9922, -0.2081], [4.4271, 0.7007, 0.3188], [3.2904, -0.0179, 0.5826], [2.0397, 0.4627, 0.3610], [-2.8446, 0.9230, -0.6582], [-4.1114, 1.4309, -0.6881], [-5.2072, 0.6556, -0.1899], [-5.0649, -0.6276, 0.1781], [-3.7912, -1.3326, -0.1338], [-2.6776, -0.4087, -0.4177], [0.2741, 2.7963, 0.7540], [0.4962, 3.0536, -0.9753], [2.8953, 3.5292, -0.7267], [5.1894, 2.5637, -0.4839], [5.3942, 0.2613, 0.5092], [3.3516, -1.0200, 0.9984], [-4.2422, 2.4706, -0.9303], [-6.1419, 1.1707, -0.0221], [-5.8568, -1.1810, 0.6571], [-3.9299, -2.0210, -0.9865], [1.1097, -2.1071, 1.1313], [1.3994, -2.0773, 2.4356], [2.0193, -3.1688, 2.9822], [2.3159, -3.2149, 4.3108], [1.9684, -2.1412, 5.1389], [1.2916, -1.0654, 4.5784], [0.9877, -1.0255, 3.2304], [0.0685, 0.2511, 2.5301], [2.2249, -3.9649, 2.2849], [2.8004, -4.0887, 4.7147], [2.1880, -2.1636, 6.1922], [0.9655, -0.2334, 5.1788], [2.3149, -6.2132, -7.0399], [1.8030, -4.9972, -6.2995], [3.2048, -3.8457, -6.0653], [4.0825, -4.3956, -5.0626], [3.7872, -3.5674, -7.3502], [2.4272, -2.3462, -5.3683], [3.4215, -1.5055, -4.5685], [2.7076, -0.7227, -3.5888], [2.2854, -1.1875, -2.3797], [1.3132, -0.4253, -1.8895], [1.0918, 0.5749, -2.7892], [1.9529, 0.4155, -3.8632], [2.0915, 1.2429, -4.9490], [1.3707, 2.2639, -4.9710], [2.9163, 0.9495, -5.8504], [2.8955, -2.3674, -1.7166], [1.5179, -6.9341, -7.2109], [3.1032, -6.6886, -6.4614], [2.7319, -5.9066, -7.9958], [1.4332, -5.2434, -5.3088], [1.0509, -4.4583, -6.8678], [1.6347, -2.7234, -4.7229], [2.0104, -1.7770, -6.1931], [3.9393, -0.8145, -5.2386], [4.1336, -2.1643, -4.0671], [0.3186, 1.3095, -2.6818], [3.9693, -2.2159, -1.6100], [2.7297, -3.2750, -2.2974], [2.4485, -2.5084, -0.7328], [-3.2158, -7.4665, 4.7645], [-3.1275, -6.5139, 4.1243], [-3.0361, -5.3627, 3.3305], [-4.1740, -4.9157, 2.6461], [-4.0992, -3.8185, 1.8302], [-2.8905, -3.1164, 1.6724], [-1.7585, -3.5704, 2.3759], [-1.8221, -4.6740, 3.1854], [-2.8237, -1.9611, 0.8640], [-1.8225, -1.0723, 0.4824], [-5.1109, -5.4378, 2.7807], [-4.9656, -3.4785, 1.2852], [-0.8280, -3.0421, 2.2327], [-0.9490, -5.0374, 3.7127], [-0.3552, -2.8293, -1.3983]],
  "lowdin_charge": [1.1073, 0.0073, -0.4771, -0.1702, -0.2006, -0.2665, -0.0125, -0.0475, -0.0638, -0.1143, -0.0876, -0.1556, -0.0354, -0.1062, -0.0439, -0.2121, -0.0266, 0.1349, 0.1225, 0.1187, 0.1013, 0.1013, 0.1110, 0.0958, 0.0912, 0.0885, 0.1556, -0.4248, -0.1848, -0.0298, -0.0820, -0.0718, -0.1026, -0.6381, 0.7364, 0.1357, 0.1012, 0.0978, 0.1002, -0.1282, -0.2852, 0.6536, -0.3247, -0.3183, -0.1784, -0.1462, 0.0513, -0.3369, -0.0686, 0.0276, -0.1454, -0.3127, 0.0665, 0.0334, -0.0456, 0.0789, 0.0781, 0.0732, 0.1027, 0.1012, 0.1065, 0.1084, 0.1212, 0.1166, 0.1270, 0.0930, 0.0806, 0.0300, 0.1179, -0.2369, -0.2695, -0.0431, -0.0223, -0.1738, -0.0079, -0.0291, -0.1800, -0.3264, 0.1109, 0.1023, 0.0852, 0.1091, 0.1512],
  "e_above_lowest_kcal_mol": 80.07,
  "charge": -1,
  "orbital_gap_ev": [4.08, 3.22],
  "s2": 0.83,
  "spin_multiplicity": 2,
  "e_lumo_ev": [0.916, 0.832]
}

=====

{
  "formula": "C22H65AsF6O10",
  "method": "ωB97M-V with the def2-TZVPD basis set",
  "elements": ["O", "H", "H", "H", "As", "F", "F", "F", "F", "F", "F", "C", "C", "O", "H", "H", "H", "H", "H", "H", "C", "C", "O", "H", "H", "H", "H", "H", "H", "C", "C", "O", "H", "H", "H", "H", "H", "H", "C", "C", "O", "H", "H", "H", "H", "H", "H", "C", "C", "O", "H", "H", "H", "H", "H", "H", "C", "C", "C", "O", "H", "H", "H", "H", "H", "H", "H", "H", "C", "C", "C", "O", "H", "H", "H", "H", "H", "H", "H", "H", "C", "C", "C", "O", "H", "H", "H", "H", "H", "H", "H", "H", "C", "C", "C", "O", "H", "H", "H", "H", "H", "H", "H", "H"],
  "coordinates": [[26.6432, 4.5058, 18.8482], [26.7884, 5.2119, 18.1334], [27.3711, 3.8730, 18.9264], [25.7406, 4.1390, 18.7889], [24.1880, 6.6963, 16.4933], [24.0145, 8.2440, 17.2149], [23.6147, 7.2373, 14.9555], [24.4699, 5.1454, 15.7586], [24.9351, 5.9836, 17.9207], [22.6044, 6.3194, 17.0207], [25.7846, 7.1571, 15.9312], [25.7392, 8.3491, 12.1274], [25.0327, 8.4325, 10.7792], [23.6652, 8.7949, 10.9608], [25.2742, 7.6373, 12.8156], [25.7424, 9.3336, 12.5977], [26.7948, 8.0571, 12.0875], [25.1004, 7.4713, 10.2610], [25.4990, 9.2455, 10.2246], [23.2904, 8.0878, 11.5076], [20.0918, 3.4019, 20.0749], [20.9200, 4.6654, 20.0155], [21.9590, 4.4883, 19.0584], [19.2921, 3.5254, 20.8173], [20.6238, 2.5260, 20.4559], [19.6127, 3.1357, 19.1333], [21.3350, 4.8462, 21.0146], [20.2638, 5.5001, 19.7691], [22.0383, 5.3271, 18.5889], [21.0152, 9.8821, 15.6725], [19.7260, 9.1857, 15.3035], [19.6763, 8.8399, 13.9112], [21.8593, 9.2311, 15.8934], [20.8954, 10.5971, 16.4954], [21.2978, 10.5732, 14.8694], [18.8761, 9.8610, 15.3803], [19.5916, 8.2693, 15.8850], [20.3733, 8.2088, 13.7023], [24.5231, 4.2402, 12.3704], [25.4187, 3.0217, 12.5907], [24.6869, 1.8218, 12.7258], [24.9593, 5.0227, 11.7395], [24.2582, 4.7288, 13.3088], [23.6174, 3.9556, 11.8280], [25.9372, 3.1750, 13.5528], [26.2378, 2.9724, 11.8759], [24.1909, 1.8744, 13.5549], [20.7328, 6.7848, 10.8523], [21.1704, 6.3261, 12.2312], [22.0844, 7.2895, 12.7838], [20.2958, 5.9753, 10.2706], [21.5850, 7.1625, 10.2865], [20.0071, 7.5774, 11.0231], [21.6069, 5.3283, 12.3138], [20.2575, 6.3164, 12.8429], [22.6095, 6.8829, 13.4824], [29.6224, 7.5086, 18.8293], [28.1690, 7.6880, 18.4724], [27.8767, 8.9843, 17.7810], [27.8135, 6.5823, 17.5888], [30.2767, 7.4051, 17.9643], [29.7660, 6.5649, 19.3722], [29.9834, 8.2685, 19.5232], [27.5371, 7.5437, 19.3532], [28.1455, 9.8179, 18.4326], [26.8108, 9.0894, 17.5736], [28.4632, 9.0530, 16.8641], [27.3246, 6.9381, 16.8316], [24.3148, 11.0253, 16.1150], [25.2728, 11.5553, 15.0508], [24.5960, 12.1383, 13.8251], [26.1183, 12.5702, 15.6183], [23.7752, 10.1671, 15.7213], [23.5942, 11.8197, 16.3544], [24.7743, 10.8075, 17.0787], [25.8894, 10.6796, 14.7979], [25.1854, 11.9451, 12.9343], [24.3862, 13.1851, 14.0374], [23.6301, 11.6457, 13.6847], [26.8648, 12.1709, 16.0707], [21.6060, 2.9514, 15.3547], [22.5814, 1.8884, 15.8486], [22.4032, 0.5514, 15.1948], [23.9025, 2.3494, 15.4702], [21.7488, 3.0980, 14.2828], [21.7886, 3.8815, 15.8995], [20.5610, 2.6975, 15.5449], [22.4985, 1.7885, 16.9350], [22.6170, 0.6084, 14.1271], [21.3624, 0.2371, 15.2930], [23.0558, -0.1885, 15.6545], [23.9116, 3.3051, 15.5970], [23.1829, 8.1647, 21.3247], [21.8055, 8.3297, 20.7129], [21.3124, 9.7574, 20.6083], [21.7455, 7.6497, 19.4488], [23.9660, 8.4316, 20.6034], [23.4171, 7.1429, 21.6239], [23.3174, 8.8132, 22.1936], [21.1072, 7.7341, 21.3101], [20.2664, 9.8161, 20.3135], [21.8838, 10.3384, 19.8814], [21.4139, 10.1975, 21.6041], [22.4579, 7.9565, 18.8761]],
  "lowdin_charge": [0.2635, 0.1293, 0.1791, 0.1724, 0.7723, -0.2106, -0.2193, -0.2367, -0.2427, -0.1983, -0.2412, -0.0865, -0.3060, -0.0916, 0.0530, 0.0556, 0.0737, 0.1022, 0.1080, 0.0270, -0.0990, -0.3305, -0.0970, 0.0733, 0.0699, 0.0715, 0.1061, 0.1083, 0.0223, -0.0905, -0.2920, -0.0948, 0.0385, 0.0747, 0.0793, 0.1098, 0.1088, 0.0304, -0.0797, -0.3148, -0.0890, 0.0647, 0.0441, 0.0734, 0.1019, 0.1075, 0.0298, -0.0571, -0.2845, -0.1136, 0.0772, 0.0702, 0.0812, 0.0971, 0.1049, 0.0475, -0.0548, -0.4559, -0.0463, -0.0995, 0.0892, 0.0761, 0.0868, 0.1399, 0.0935, 0.0703, 0.1009, 0.0541, -0.0695, -0.4855, -0.0374, -0.0585, 0.0443, 0.0890, 0.0653, 0.1232, 0.0737, 0.0860, 0.0765, 0.0741, -0.0399, -0.4640, -0.0515, -0.0831, 0.0836, 0.0655, 0.0850, 0.1334, 0.0800, 0.0865, 0.0847, 0.0375, -0.0525, -0.4823, -0.0483, -0.0762, 0.0776, 0.0745, 0.0778, 0.1337, 0.0798, 0.0822, 0.0790, 0.0488],
  "e_above_lowest_kcal_mol": 8.50,
  "orbital_gap_ev": 8.15,
  "e_lumo_ev": -1.299
}

=====

{
  "formula": "C2H3NOS",
  "method": "ωB97M-V with the def2-TZVPD basis set",
  "elements": ["C", "C", "N", "O", "S", "H", "H", "H"],
  "coordinates": [[-2.4292, -2.2271, -1.0371], [-0.6673, 0.0785, 1.3876], [-0.1544, 0.0481, 0.2310], [-2.7690, -3.3354, -0.9650], [-1.9239, -0.7389, -1.1426], [-0.0858, -0.3245, 2.1743], [-1.6897, 0.4124, 1.5474], [0.8129, -0.3299, 0.2521]],
  "nbo_charge": [0.4061, -0.0414, -0.6184, -0.4851, 0.0591, 0.1547, 0.1749, 0.3503],
  "e_above_lowest_kcal_mol": 23.99,
  "orbital_gap_ev": 9.70,
  "e_lumo_ev": 0.755
}

=====

{
  "formula": "C16H25NO2",
  "method": "ωB97M-V with the def2-TZVPD basis set",
  "elements": ["C", "O", "C", "C", "C", "C", "N", "C", "C", "C", "C", "C", "C", "C", "C", "C", "O", "C", "C", "H", "H", "H", "H", "H", "H", "H", "H", "H", "H", "H", "H", "H", "H", "H", "H", "H", "H", "H", "H", "H", "H", "H", "H", "H"],
  "coordinates": [[-5.5511, -1.3100, 0.6728], [-4.3020, -1.7688, 0.2172], [-3.3084, -0.8570, 0.0231], [-2.0910, -1.3748, -0.4272], [-1.0206, -0.5365, -0.6593], [0.3067, -1.0785, -1.1121], [1.2886, -0.8927, -0.0549], [2.5966, -1.4679, -0.3342], [3.3648, -1.6493, 0.9773], [3.7461, -0.3499, 1.6860], [4.9114, 0.3755, 1.0110], [4.5027, 1.3487, -0.0989], [3.3243, 0.8915, -0.9599], [3.3539, -0.5881, -1.3433], [-1.1438, 0.8324, -0.4362], [-2.3463, 1.3502, 0.0147], [-2.5826, 2.6704, 0.2653], [-1.5339, 3.5853, 0.0611], [-3.4333, 0.5032, 0.2432], [-6.1796, -2.1957, 0.7528], [-6.0033, -0.6075, -0.0345], [-5.4699, -0.8334, 1.6550], [-2.0163, -2.4382, -0.5911], [0.6480, -0.5218, -1.9902], [0.2027, -2.1395, -1.4022], [0.9196, -1.2902, 0.8040], [2.4890, -2.4752, -0.7892], [4.2717, -2.2239, 0.7736], [2.7467, -2.2513, 1.6507], [2.8763, 0.3030, 1.7464], [4.0418, -0.6049, 2.7070], [5.5977, -0.3726, 0.6085], [5.4681, 0.9402, 1.7629], [4.2378, 2.3105, 0.3474], [5.3735, 1.5200, -0.7371], [2.3882, 1.0690, -0.4305], [3.3130, 1.5031, -1.8652], [4.3799, -0.9461, -1.4308], [2.8855, -0.7133, -2.3216], [-0.2875, 1.4600, -0.6179], [-1.9389, 4.5616, 0.3233], [-0.6765, 3.3639, 0.7047], [-1.2089, 3.5973, -0.9842], [-4.3483, 0.9530, 0.5906]],
  "nbo_charge": [-0.2519, -0.4915, 0.3257, -0.2882, 0.0234, -0.2342, -0.6343, -0.0360, -0.3932, -0.4130, -0.4014, -0.3906, -0.4238, -0.4184, -0.3619, 0.4165, -0.5130, -0.2525, -0.3835, 0.1991, 0.1767, 0.1764, 0.2192, 0.1974, 0.1713, 0.3623, 0.1672, 0.2030, 0.1994, 0.2095, 0.2072, 0.1902, 0.2083, 0.1980, 0.1968, 0.2234, 0.2055, 0.2052, 0.2064, 0.2217, 0.1983, 0.1775, 0.1762, 0.2256],
  "e_above_lowest_kcal_mol": 28.44,
  "orbital_gap_ev": 9.06,
  "e_lumo_ev": 0.863
}